A molecular structure, C39H53AlAsCl3NO4. Source: the OMol25 dataset; level of theory: ωB97M-V/def2-TZVPD.

```
102
Properties=species:S:1:pos:R:3
As -0.393 -0.424 -3.067
Cl -2.559 -4.909 1.536
Cl -1.337 -2.306 1.477
Cl -4.140 -2.519 1.027
Al -0.801 -1.115 -0.675
O 0.844 -1.775 -0.587
O -1.654 -2.525 -1.274
O -2.164 0.003 -0.414
O -2.947 -4.332 -1.366
N 0.026 0.169 0.737
C -1.041 -1.185 -7.881
C 4.492 0.674 2.913
C 1.297 -0.732 -7.653
C -2.394 -3.450 -0.786
C 4.726 -3.688 0.265
C -0.828 1.685 2.505
C -1.103 -1.544 -6.546
C 2.981 -1.863 0.467
C -0.023 -1.935 -4.313
C -4.597 0.978 -1.119
C -4.572 1.733 0.213
C 4.921 1.967 2.206
C -1.960 2.296 2.982
C -2.589 -3.327 0.776
C 3.473 -0.018 2.026
C -0.886 0.959 1.293
C -1.758 0.605 -4.011
C -2.142 0.860 0.552
C 1.166 0.734 -3.382
C 3.453 -2.921 -1.737
C 2.313 -4.233 0.092
C -3.246 1.641 0.961
C 1.237 -1.095 -6.318
C 3.797 -1.229 1.372
C 3.867 0.998 4.277
C -0.793 2.811 5.183
C 2.228 0.530 1.832
C 1.715 -1.282 0.232
C 0.160 -0.779 -8.442
C 1.302 -0.115 0.992
C 0.037 -1.512 -5.744
C 5.737 -0.180 3.163
C -3.114 2.304 2.160
C 3.373 -3.163 -0.222
C -2.084 2.907 4.366
C -3.183 2.138 5.120
C -4.837 3.217 -0.085
C -5.680 1.153 1.106
C -2.472 4.389 4.258
H 3.063 1.720 4.188
H -3.429 4.531 3.764
H -3.800 1.311 -1.778
H 4.753 -1.668 1.584
H -0.497 1.774 5.322
H 4.072 2.624 2.039
H 2.238 -0.424 -8.082
H 0.080 1.675 3.084
H 5.531 -2.984 0.066
H -4.046 3.626 -0.712
H 1.952 1.461 2.298
H -5.546 1.162 -1.619
H -2.939 1.079 5.170
H 2.139 -1.091 -5.718
H -1.902 1.562 -3.510
H -3.260 2.522 6.134
H 5.651 2.496 2.810
H 0.928 -2.365 -3.991
H 6.295 -0.358 2.248
H -1.435 0.779 -5.036
H -2.703 0.064 -4.017
H 4.619 1.417 4.940
H 5.482 -1.135 3.616
H -0.807 -2.679 -4.154
H 2.066 0.278 -2.968
H 5.371 1.741 1.242
H 3.687 -3.849 -2.254
H 4.956 -4.610 -0.262
H -5.433 0.137 1.403
H 0.012 3.369 4.712
H 4.691 -3.908 1.329
H -2.040 -1.883 -6.123
H 6.393 0.348 3.848
H -2.548 4.816 5.254
H -4.506 -0.094 -0.970
H 2.503 -2.551 -2.116
H -4.156 2.239 4.649
H 0.208 -0.507 -9.485
H 1.356 -3.995 -0.364
H 2.635 -5.200 -0.284
H -1.931 -1.234 -8.490
H 1.015 1.702 -2.903
H 2.178 -4.316 1.168
H -6.618 1.126 0.561
H -1.713 4.942 3.709
H -5.782 3.330 -0.607
H -4.884 3.811 0.822
H -5.833 1.748 2.002
H 1.303 0.890 -4.452
H 4.235 -2.198 -1.968
H -0.959 3.244 6.168
H 3.475 0.091 4.730
H -3.970 2.841 2.533
```

Calculated values
E_tot: -5732.40535 Eh
total charge: +1
maximum force: 1.204 eV/Å
spin multiplicity: 1

A molecular structure, C39H53CuN5P2. Source: the OMol25 dataset; level of theory: ωB97M-V/def2-TZVPD.

```
100
Properties=species:S:1:pos:R:3
Cu -0.500 2.317 -3.193
P 1.737 0.123 -0.930
P -1.087 -0.643 -0.397
N -0.513 -1.359 3.342
N 2.885 -1.026 -0.329
N 3.193 1.177 -1.635
N -2.024 0.800 -1.063
N -2.508 -1.653 -0.059
C -1.750 2.129 -0.780
C 3.942 -2.928 0.296
C -1.538 0.679 3.960
C -0.741 0.006 8.157
C -0.594 -0.723 5.726
C -2.565 2.928 4.505
C -0.718 -3.667 4.243
C -3.064 0.800 -1.993
C -1.488 0.691 -4.710
C -0.850 -0.525 4.320
C -0.635 2.720 -5.959
C 5.044 2.083 -2.667
C 4.300 0.911 -2.447
C 1.035 1.254 0.547
C 1.560 -2.566 4.134
C 3.132 -2.361 -0.672
C 4.369 3.130 -1.970
C 0.799 0.052 -5.702
C -4.544 -2.661 -0.121
C -1.876 1.638 4.890
C -3.327 2.119 -2.347
C -2.917 -1.871 1.276
C 0.167 -2.664 3.455
C 0.971 -0.913 -2.209
C -0.715 -0.276 -5.489
C -0.966 0.220 6.675
C 1.394 0.846 -4.585
C 3.658 -0.733 0.806
C 4.269 -1.894 1.232
C -4.154 -2.504 1.255
C -2.383 2.947 -1.693
C 0.366 -3.208 2.053
C -0.448 -1.422 -1.919
C 0.734 3.100 -5.416
C 3.264 2.542 -1.351
C -3.532 -2.119 -0.905
C -1.475 2.024 -4.888
C 1.235 2.190 -4.296
C -1.610 1.397 6.254
H -0.878 -3.327 5.284
H -4.692 -2.768 2.140
H -0.594 -3.343 1.556
H -1.914 2.171 6.986
H 4.542 -0.069 -2.819
H 2.229 -1.911 3.530
H -0.074 -1.613 6.095
H 2.230 0.328 -4.080
H 1.332 -0.918 -5.747
H -0.231 -0.952 8.289
H -1.141 3.649 -6.257
H -3.526 -0.100 -2.394
H 0.856 -0.264 -3.081
H 4.289 -3.952 0.316
H -1.753 0.804 2.902
H 4.605 4.190 -1.916
H -4.055 2.441 -3.036
H 2.004 -3.591 4.136
H -1.158 -0.399 -6.474
H 1.713 2.658 -3.440
H -2.230 -1.575 2.068
H -5.474 -3.080 -0.465
H 1.009 -2.547 1.474
H -2.665 3.010 3.410
H -1.707 -0.023 8.691
H 2.671 -2.841 -1.527
H 0.717 4.116 -4.995
H -0.457 -2.519 -1.826
H 1.522 -2.173 5.183
H -0.570 2.048 -6.817
H -2.365 4.008 -1.681
H -3.573 2.966 4.963
H -1.357 2.367 0.219
H -0.116 0.808 8.586
H 0.878 0.468 1.279
H -1.989 3.793 4.886
H -0.776 -1.270 -5.028
H -0.236 -4.668 4.220
H 1.620 -1.744 -2.530
H 0.185 1.972 0.683
H 0.954 0.524 -6.677
H 3.612 0.256 1.238
H -2.223 2.700 -4.402
H -3.430 -2.073 -1.987
H 5.956 2.227 -3.240
H -1.702 -3.700 3.741
H 0.869 -4.174 2.120
H 4.903 -1.968 2.102
H -2.253 0.244 -4.092
H 2.533 2.986 -0.698
H 1.920 1.865 0.750
H 1.490 3.068 -6.217
H -1.036 -1.212 -2.823
```

Calculated values
<S²>: 0.757
E_tot: -4114.48351 Eh
maximum force: 3.235 eV/Å
spin multiplicity: 2

A molecular structure, C39H53N4RhSb. Source: the OMol25 dataset; level of theory: ωB97M-V/def2-TZVPD.

```
98
Properties=species:S:1:pos:R:3
Sb 0.732 1.109 -1.293
Rh -0.197 -0.354 0.392
N -0.926 -1.484 -1.117
N 0.445 0.641 2.024
N -1.921 0.716 0.420
N 1.490 -1.481 0.426
C 3.897 -3.931 -1.046
C 1.628 0.458 2.684
C -4.072 3.579 1.483
C 0.573 2.097 3.812
C -2.120 -1.318 -1.763
C -2.252 -2.289 -2.820
C 1.002 -2.940 -1.464
C -3.919 1.667 -0.225
C -2.947 0.625 -0.484
C 4.390 -3.369 -2.384
C 2.622 -0.419 2.300
C 2.752 0.247 5.826
C -6.338 0.999 -0.409
C 2.571 -1.302 1.239
C 5.904 -1.115 1.055
C -2.201 1.779 1.226
C 3.639 -2.200 0.844
C 2.711 1.787 -1.056
C -1.108 -3.029 -2.815
C 1.710 1.356 3.816
C -3.400 4.884 1.046
C 4.982 -2.254 1.502
C 2.838 1.380 4.799
C -3.459 2.376 0.837
C -0.396 2.878 -1.496
C -1.414 2.197 2.285
C 0.132 3.139 4.790
C -3.333 -1.368 -4.900
C -0.884 2.607 5.805
C -0.281 -2.509 -1.754
C -3.042 -0.325 -1.478
C 0.199 -3.646 -4.878
C 1.835 -2.447 -0.482
C -0.209 1.654 2.677
C 3.183 -2.906 -0.221
C -3.418 -2.382 -3.754
C -0.710 -4.132 -3.744
C 0.764 0.341 -3.254
C -5.200 1.850 -0.978
H -1.607 -4.585 -4.168
H -4.023 3.481 2.570
H 2.845 2.559 -1.813
H -2.447 -1.548 -5.510
H -2.340 4.889 1.311
H -6.535 1.261 0.632
H 0.481 -4.468 -5.536
H -1.786 3.029 2.869
H 5.452 -3.212 1.280
H 5.476 -0.141 1.301
H -3.924 -0.290 -2.104
H -3.870 5.746 1.519
H 3.530 -0.412 2.888
H 1.116 -3.200 -4.486
H -1.777 2.225 5.309
H 4.894 -4.138 -2.970
H 3.791 1.324 4.267
H 3.401 0.963 -1.232
H -6.086 -0.063 -0.436
H 1.473 -0.482 -3.324
H -1.347 2.625 -1.963
H 1.005 3.525 5.318
H 2.881 2.199 -0.064
H 2.761 -0.730 5.339
H -4.348 -2.239 -3.199
H 1.829 0.317 6.402
H -0.295 3.991 4.255
H -0.229 -0.010 -3.532
H 4.745 -4.319 -0.480
H 5.093 -2.550 -2.224
H -3.471 5.010 -0.036
H -4.207 -1.433 -5.548
H 4.862 -2.225 2.588
H -3.271 -0.347 -4.519
H -1.189 3.391 6.498
H 3.559 -2.984 -2.978
H -0.304 -2.888 -5.480
H -5.479 2.905 -0.954
H 6.060 -1.146 -0.025
H -5.049 1.607 -2.032
H 1.074 1.154 -3.910
H -0.456 1.788 6.386
H 3.590 0.287 6.521
H 0.168 3.560 -2.132
H 3.241 -4.786 -1.226
H 2.841 2.341 5.316
H -7.258 1.144 -0.976
H -3.468 -3.391 -4.165
H -0.583 3.335 -0.527
H -5.134 3.614 1.235
H 1.396 -3.736 -2.082
H -0.211 -4.926 -3.184
H 6.878 -1.187 1.539
```

Calculated values
ΔE to the lowest compared entry with this formula, charge and spin: 0.0 kJ/mol
total charge: +1
maximum force: 0.500 eV/Å
spin multiplicity: 1

6 unconnected molecules or ions with the total composition C39H53N5O3S. Source: the OMol25 dataset; level of theory: ωB97M-V/def2-TZVPD.

```
101
Properties=species:S:1:pos:R:3
S -2.179 -1.753 -0.938
O -2.878 -0.450 -0.402
O -3.271 -3.073 -0.840
O -1.745 -1.437 -2.414
N -6.735 7.003 5.187
N 1.812 4.124 -0.710
N -3.784 0.989 -6.829
N 7.916 -4.945 1.021
N -7.182 1.607 2.369
C -6.852 5.980 3.003
C -1.893 2.003 -5.034
C 3.821 -4.924 -1.470
C 0.301 0.374 0.097
C -3.183 2.182 -7.030
C 9.460 -3.209 1.678
C -3.425 0.311 -5.717
C -6.571 5.947 4.360
C 1.824 5.957 0.860
C -5.140 2.279 3.469
C 2.409 -1.076 -2.502
C -2.496 0.772 -4.798
C 4.521 -4.544 -0.035
C -0.260 5.153 -0.021
C 9.807 -3.930 2.816
C -2.240 2.725 -6.172
C 2.354 0.386 -1.759
C 4.622 -5.886 0.958
C -5.041 0.903 1.505
C 3.162 -2.240 -1.617
C -7.204 8.141 4.631
C -7.336 7.166 2.460
C -1.022 -3.549 0.991
C 9.204 -5.161 3.052
C 0.465 4.222 -0.748
C -6.425 0.944 1.468
C -6.521 2.259 3.351
C 8.275 -5.623 2.133
C 3.453 -3.638 -2.422
C 2.460 4.995 0.093
C -4.389 1.585 2.526
C -0.194 -0.909 1.038
C 8.517 -3.751 0.820
C 0.436 6.035 0.798
C -2.508 -4.303 -1.195
C 1.951 0.344 -0.171
C -7.518 8.270 3.287
C -0.640 -2.207 0.100
C -1.504 -4.805 0.028
H 5.714 -5.976 1.384
H -0.134 -3.895 1.703
H -1.341 5.188 -0.092
H 2.425 -2.502 -0.724
H 2.342 1.369 0.301
H -7.569 7.229 1.401
H 3.448 0.847 -1.826
H -6.699 5.103 2.385
H 3.542 4.897 0.103
H 10.541 -3.536 3.512
H 2.818 -5.558 -1.337
H -0.021 1.383 0.647
H -3.490 2.708 -7.929
H 0.188 -2.482 -0.680
H 3.914 -5.699 1.900
H 4.570 -5.672 -2.022
H -0.182 0.352 -0.987
H -6.980 0.430 0.688
H -2.105 -5.639 0.609
H 1.602 1.106 -2.330
H -7.893 9.208 2.895
H 7.779 -6.580 2.271
H -1.981 -3.252 1.627
H 0.616 -1.192 1.856
H 2.494 -3.877 -3.083
H 5.653 -4.195 -0.177
H 9.453 -5.748 3.929
H 4.124 -1.765 -1.150
H -1.947 -4.122 -2.210
H 3.901 -3.752 0.608
H -7.325 8.975 5.316
H 2.461 -0.505 0.453
H 9.912 -2.247 1.465
H -3.256 -5.213 -1.384
H -1.159 2.397 -4.338
H 3.081 -0.925 -3.477
H -0.098 6.778 1.384
H -7.151 2.783 4.064
H -0.594 -5.364 -0.499
H -4.663 2.822 4.277
H -3.305 1.577 2.587
H 2.395 6.630 1.489
H -4.484 0.352 0.755
H -3.921 -0.646 -5.579
H -1.178 -0.538 1.586
H -2.247 0.186 -3.921
H -0.033 3.510 -1.399
H 8.210 -3.225 -0.079
H 4.232 -6.849 0.414
H 4.323 -3.397 -3.202
H 1.362 -1.449 -2.906
H -1.788 3.687 -6.385
H -6.194 5.044 4.831
```

Calculated values
E_tot: -2415.23377 Eh
maximum force: 6.845 eV/Å
spin multiplicity: 1